Record 1
A molecular structure, C22H52F3Li2N3O4, computed with the ωB97M-V functional and the def2-TZVPD basis.

Geometry as XYZ:
```
86
Properties=species:S:1:pos:R:3:forces:R:3
Li 1.1864 -0.0173 1.2899 -0.21 -0.92 -0.57
Li 0.7080 -1.8610 -0.4514 0.20 0.78 0.78
O 0.3310 0.0542 -0.4210 0.14 -0.45 0.21
H 0.4505 0.3478 -1.3255 0.00 0.21 0.09
O 1.4866 -2.0288 1.2759 -0.25 0.63 -0.53
H 2.2037 -2.6144 1.5196 -0.05 0.05 0.14
C -3.0571 0.5893 4.2758 -0.47 -0.24 -0.35
C -4.0774 -0.2289 3.4424 0.06 0.55 0.59
N -3.5170 -1.2902 2.6294 -0.08 -0.01 -0.13
C -2.5637 -0.8814 1.5911 -0.48 -0.40 -0.09
C -3.1060 0.1835 0.6426 0.21 0.11 0.54
C -2.9769 -2.3861 3.4292 0.48 0.07 -0.54
C -4.0406 -3.1581 4.1760 0.24 -0.26 0.64
H -3.5319 1.4801 4.6907 -0.02 0.00 -0.04
H -2.2674 0.9081 3.5944 0.18 0.05 0.24
H -2.6525 0.0199 5.1112 0.21 -0.04 -0.09
H -4.8291 -0.6656 4.1034 0.08 -0.06 0.02
H -4.6404 0.4914 2.8454 0.09 -0.23 -0.31
H -1.5759 -0.6347 2.0115 -0.03 0.27 -0.06
H -2.4151 -1.7819 0.9856 0.25 0.03 0.07
H -3.9406 -0.2234 0.0734 0.02 0.02 -0.10
H -3.4758 1.0573 1.1842 0.09 0.05 -0.06
H -2.2950 0.5082 -0.0103 -0.09 -0.10 -0.13
H -2.1526 -2.0489 4.0823 -0.22 0.02 0.21
H -2.4664 -3.0527 2.7263 -0.19 -0.07 -0.02
H -3.6310 -4.0850 4.5902 0.07 0.00 -0.24
H -4.8594 -3.4114 3.5063 -0.12 0.07 0.06
H -4.4044 -2.6320 5.0620 -0.22 0.17 -0.24
C 0.9378 -2.6584 -4.7083 0.38 -0.29 0.41
C 0.6174 -2.0532 -3.3475 -0.43 0.14 0.03
N 1.3734 -2.5949 -2.2181 -0.03 -0.26 0.09
C 2.8097 -2.3561 -2.3175 0.41 0.01 0.36
C 3.1714 -0.8993 -2.4522 0.63 0.54 -0.87
C 1.1087 -4.0163 -1.9285 -0.13 0.34 0.03
C -0.3045 -4.2441 -1.4011 0.12 -0.21 0.22
H 0.3050 -2.2559 -5.4939 -0.02 0.06 -0.04
H 0.8075 -3.7408 -4.6610 -0.16 0.01 -0.21
H 1.9886 -2.4971 -4.9546 -0.06 0.15 -0.19
H 0.7627 -0.9719 -3.3520 0.11 -0.01 -0.07
H -0.4429 -2.1788 -3.1169 0.01 -0.05 -0.10
H 3.2741 -2.6809 -1.3807 -0.22 -0.22 -0.01
H 3.2897 -2.9517 -3.1088 -0.15 0.03 -0.08
H 4.2625 -0.8021 -2.4677 -0.07 -0.07 0.38
H 2.9080 -0.4541 -3.4199 -0.36 -0.12 0.16
H 2.7602 -0.2885 -1.6510 -0.07 -0.04 0.06
H 1.7999 -4.2618 -1.1206 0.09 -0.28 -0.17
H 1.3226 -4.6436 -2.8012 0.05 -0.11 0.09
H -0.5294 -5.3096 -1.3380 0.07 -0.02 -0.11
H -1.0754 -3.7850 -2.0171 -0.01 0.02 0.04
H -0.3716 -3.8846 -0.3682 -0.15 0.16 -0.12
C 1.0137 0.4666 4.6563 -0.10 -0.87 0.01
C 1.9357 1.3879 3.8842 -0.66 -0.08 -0.36
N 1.4470 1.6386 2.4986 0.53 0.58 0.28
C 0.2768 2.5202 2.5637 -0.72 0.14 -0.24
C -0.3324 2.9442 1.2250 0.36 0.50 0.33
C 2.5339 2.3092 1.7583 0.01 0.48 -0.31
C 3.6840 1.3820 1.3806 -0.42 -0.43 0.17
H 0.0159 0.8670 4.8303 0.11 0.25 0.10
H 1.4494 0.1885 5.6186 -0.02 0.23 0.02
H 0.8557 -0.4848 4.1322 0.15 0.14 -0.13
H 2.0191 2.3395 4.4287 0.17 0.06 -0.17
H 2.9239 0.9513 3.7815 0.06 -0.06 0.26
H 0.4837 3.4397 3.1356 0.32 -0.11 0.04
H -0.5084 2.0050 3.1173 0.10 -0.08 0.06
H -1.1334 3.6478 1.4680 -0.27 -0.33 -0.12
H -0.6672 2.1049 0.6209 -0.06 -0.03 0.00
H 0.3668 3.5507 0.6472 0.04 -0.16 -0.12
H 2.1437 2.7222 0.8313 -0.23 -0.17 -0.01
H 2.8837 3.2076 2.2932 0.05 -0.25 0.32
H 3.5064 0.9668 0.3873 0.27 0.20 -0.14
H 4.6269 1.9155 1.4422 0.17 -0.14 -0.23
H 3.7244 0.4996 2.0237 0.19 0.16 0.16
C -1.2864 2.8796 -2.7815 0.01 -0.89 0.28
C -0.1602 2.4358 -3.6937 -0.23 0.09 0.74
O -0.0526 3.3225 -4.8236 -0.37 -0.09 -0.37
C 1.1556 3.6322 -5.2446 0.06 -0.29 -0.03
O 2.1910 3.4179 -4.6926 0.33 -0.02 0.07
C 1.1275 4.3284 -6.6207 -0.06 0.46 -0.11
F -0.0060 4.1087 -7.2998 0.34 0.07 0.17
F 1.2597 5.6588 -6.4322 -0.09 -0.34 -0.15
F 2.1573 3.9096 -7.3617 -0.26 0.07 0.12
H -2.2461 2.9376 -3.2919 0.09 0.33 -0.19
H -1.0571 3.7795 -2.2184 -0.05 0.17 -0.17
H -1.4163 2.0633 -2.0561 0.12 0.22 0.05
H -0.3673 1.4268 -4.0541 0.06 0.11 -0.31
H 0.7863 2.4200 -3.1594 0.06 0.03 -0.01
```
Forces are in eV/Å.

HOMO in Eh: -0.2949
Charge: 0
E_LUMO in hartree: 0.013
E in eV: -44883.7452

Record 2
A molecular structure, C9H24KN2O7, computed with the ωB97M-V functional and the def2-TZVPD basis.

Geometry as XYZ:
```
43
Properties=species:S:1:pos:R:3:forces:R:3
K 0.8293 -0.2920 0.3740 0.88 -1.41 0.45
C 2.4506 -3.2043 0.7960 0.08 0.43 0.51
O 1.8357 -3.6791 1.8250 0.52 0.25 -0.67
O 2.5392 -3.8896 -0.3162 -0.52 0.41 0.48
O 2.9118 -1.9620 0.8240 -0.42 -0.16 -0.26
C -1.9706 -2.8427 -1.7570 -0.34 -0.25 0.05
C -0.8225 -3.6999 -1.2398 0.57 0.53 -0.02
O -0.0978 -2.9726 -0.2755 -0.59 0.09 -0.53
H -2.7618 -3.4857 -2.1579 0.01 0.12 -0.10
H -1.6475 -2.1662 -2.5515 0.08 0.02 0.02
H -2.4112 -2.2339 -0.9627 0.08 -0.11 0.12
H -0.1778 -3.9365 -2.0981 0.05 -0.17 0.10
H -1.1701 -4.6553 -0.8297 -0.18 0.05 0.07
H 0.7751 -3.4323 -0.1455 0.21 -0.14 -0.09
C 3.7112 1.4184 -1.0070 -0.12 0.04 -0.48
C 3.5815 2.4109 0.1245 -0.03 -0.91 0.17
O 2.6178 1.8825 1.0534 -0.09 0.42 -0.11
H 4.0124 0.4259 -0.6657 0.01 0.05 0.17
H 4.4325 1.7931 -1.7397 0.08 -0.08 0.10
H 2.7670 1.3059 -1.5461 -0.02 0.06 0.14
H 3.2533 3.3879 -0.2456 0.14 0.08 0.08
H 4.5437 2.4679 0.6427 0.00 0.37 -0.08
H 2.6063 2.4714 1.8130 0.01 -0.14 0.10
C -2.2204 -0.0384 2.5599 0.15 -0.41 -0.27
O -1.2944 -0.7340 2.1905 0.00 0.46 0.10
N -2.0535 1.2480 3.0327 -0.58 -0.37 0.00
N -3.5153 -0.5004 2.5208 0.13 0.52 0.09
H -2.8542 1.8485 3.0942 0.13 0.20 0.06
H -1.1380 1.6495 2.9793 0.07 0.00 -0.07
H -4.2939 0.0598 2.8088 -0.04 -0.08 0.11
H -3.6596 -1.4645 2.2877 0.11 -0.05 -0.07
C -1.9551 1.1191 -0.8779 0.27 0.12 -0.75
C -0.7629 1.9745 -1.3239 -0.20 0.11 0.95
C -0.2107 2.8628 -0.2041 -0.35 0.45 -0.86
O 0.3082 1.1883 -1.8486 -0.41 0.25 -0.15
H -2.3140 0.5958 -1.7686 -0.15 -0.19 0.19
H -2.7614 1.7663 -0.5300 0.01 -0.03 0.12
H -1.7050 0.3791 -0.1181 -0.03 0.07 0.02
H -1.1252 2.6700 -2.0895 0.08 -0.07 -0.14
H 0.1105 2.3899 0.7223 0.00 -0.23 -0.23
H -0.9980 3.5908 0.0135 0.07 -0.03 0.23
H 0.6139 3.4180 -0.6544 0.20 0.00 0.37
H 0.0210 0.8650 -2.7090 0.17 -0.24 0.04
```
Forces are in eV/Å.

HOMO in Eh: -0.0432
Charge: -1
E_LUMO in hartree: 0.056
E in eV: -43361.5158

Record 3
A gas-phase ion, C25H48N2O4PS2 (charge +1), computed with the ωB97M-V functional and the def2-TZVPD basis.

Geometry as XYZ:
```
82
Properties=species:S:1:pos:R:3:forces:R:3
C -0.8301 -4.3677 3.8648 0.65 -0.24 0.05
C -1.7074 -3.0672 4.3679 0.50 -0.83 -0.40
C -3.2058 -2.9645 3.6543 -4.66 1.78 4.11
O -4.2049 -2.5669 4.4716 6.04 -2.29 -5.59
O -3.4757 -3.3007 2.2467 0.88 2.40 3.14
C -4.4557 -2.3877 1.6326 -1.77 -0.15 -1.58
C -4.0037 -2.0556 0.0566 -0.34 -0.80 1.73
C -2.6108 -1.2174 0.1517 0.50 0.78 -1.10
C -2.6209 0.2351 -0.6794 -1.19 -1.63 -1.22
C -3.9998 1.1084 -0.4232 0.37 0.80 0.65
C -1.2286 1.0711 -0.5769 -2.35 3.35 -1.00
C -1.2233 2.3105 0.5294 0.87 0.49 -0.15
C -0.0242 3.4364 0.2120 -1.32 -0.32 0.63
C -0.2502 4.2491 -1.1918 0.69 -2.10 -0.21
S 0.8679 5.7509 -1.1755 1.42 -1.10 0.32
C 2.6512 5.2791 -0.7157 1.36 1.21 0.97
S 3.6577 6.6255 -0.2873 -2.48 -2.83 -1.01
N 3.2094 3.8738 -0.7390 -0.19 1.57 0.07
C 4.0490 3.5481 0.4753 0.34 0.34 2.25
C 3.3072 3.9360 1.9210 0.85 -1.08 0.32
C 3.9748 3.7540 -2.0381 0.99 -0.60 -1.82
C 5.3430 2.8542 -1.9621 0.27 -1.05 0.15
N 0.0429 0.3071 -0.3964 1.87 0.39 0.37
C 1.0662 0.5489 -1.5283 1.29 1.34 -1.17
C 0.6296 -0.0542 -2.9763 1.30 -0.12 -1.06
C 2.0377 -0.6142 -3.6857 2.63 1.78 -4.68
O 2.5476 -0.1378 -4.8234 -3.55 -3.30 7.94
O 2.6750 -1.7586 -2.9536 -0.84 3.09 -0.58
C -0.0007 -1.1560 -0.1237 1.09 -4.74 0.78
C 0.2948 -1.5552 1.4750 0.37 -0.14 0.51
C -1.3148 -1.9977 -0.5644 -0.95 1.68 -0.96
P -1.1736 -3.8451 -0.1044 0.42 -1.66 1.02
C 0.6723 -4.4458 -0.2788 0.93 0.33 -1.22
C -2.0899 -4.9690 -1.4069 0.55 0.20 -0.21
H -1.2144 -4.8539 2.8671 0.57 1.08 2.03
H -0.8325 -5.1618 4.7301 -0.04 1.46 -1.87
H 0.3117 -4.0780 3.6757 -2.51 -0.50 0.48
H -1.0553 -2.0967 4.1928 -1.76 -1.78 0.14
H -1.8349 -3.1762 5.5429 -0.25 0.46 -2.76
H -5.4827 -2.9931 1.5840 2.14 1.60 0.26
H -4.5928 -1.3645 2.1837 0.35 -2.19 -0.69
H -3.9350 -3.1062 -0.4658 0.24 2.20 0.81
H -4.9160 -1.5038 -0.4181 1.91 -0.80 0.84
H -2.4132 -0.9314 1.2681 -0.21 -0.84 -1.95
H -2.7039 -0.1095 -1.8216 0.26 0.80 2.36
H -4.9624 0.6283 -0.9249 2.36 0.95 1.04
H -4.2080 1.2451 0.7422 0.45 -0.40 -2.49
H -3.8585 2.2031 -0.8514 -0.39 -2.31 0.72
H -1.1242 1.6368 -1.6263 -0.23 -1.38 2.25
H -2.2032 2.9432 0.5544 1.61 -1.72 -0.06
H -0.9851 1.8503 1.5794 -0.70 0.87 -1.73
H -0.0949 4.2493 1.0830 0.36 -1.94 -1.83
H 0.9921 2.8593 0.2708 -1.61 1.62 -0.34
H 0.0437 3.5568 -2.1161 -0.62 1.48 1.88
H -1.3640 4.5702 -1.3785 2.26 -0.30 0.63
H 4.2230 2.3691 0.5446 -0.29 2.71 -0.57
H 5.0837 4.1426 0.5086 -2.19 -1.47 -0.28
H 3.5726 5.0131 2.2972 -0.79 -2.10 -0.96
H 3.7857 3.1760 2.7077 -1.03 1.71 -1.61
H 2.1587 3.7136 1.9234 2.19 0.69 -0.10
H 3.2718 3.2398 -2.8311 1.33 1.08 1.43
H 4.2752 4.8100 -2.4478 -0.57 -1.99 0.80
H 5.1313 1.7801 -1.4903 0.30 2.28 -1.00
H 5.7635 2.6220 -3.0539 -1.02 0.84 2.39
H 6.2005 3.3204 -1.2931 -1.91 -0.79 -1.60
H 0.5376 0.7344 0.4470 -0.90 -0.59 -1.12
H 2.1268 0.1435 -1.1728 -2.55 0.65 -0.61
H 1.2136 1.7235 -1.6469 -0.43 -2.50 0.39
H -0.0896 -0.9740 -2.9601 1.31 1.80 0.23
H 0.2139 0.8042 -3.6911 0.91 -2.05 1.65
H 3.3879 -1.4222 -2.3344 -0.97 -0.36 -1.31
H 0.9236 -1.6429 -0.7040 -2.07 1.29 1.16
H 1.1233 -2.4099 1.5682 -1.88 2.01 -0.50
H 0.6969 -0.6573 2.1069 -0.70 -1.39 -1.24
H -0.6521 -1.9682 2.0247 1.73 0.86 -1.28
H -1.5737 -1.9701 -1.7261 0.81 0.33 2.22
H 1.2465 -4.4442 0.7434 -1.24 0.16 -2.00
H 0.6942 -5.5477 -0.6837 -0.20 2.20 0.79
H 1.2304 -3.7683 -1.0871 -0.81 -1.60 1.77
H -2.2374 -4.3454 -2.3893 0.00 -1.61 1.68
H -1.4002 -5.9257 -1.5736 -1.59 2.20 0.19
H -3.0805 -5.3104 -0.8858 1.81 0.76 -1.30
```
Forces are in eV/Å.

HOMO in Eh: -0.3949
Charge: +1
E_LUMO in hartree: -0.107
SMILES string: CCC(=O)OCC[C@@H]1[C@@H](C)[C@@H](CCCSC(=S)N(CC)CC)[N@H+](CCC(=O)O)[C@@H](C)[C@H]1P(C)C
E in eV: -68812.7460

Record 4
A molecular structure, C30H27BF4IrNPS5, computed with the ωB97M-V functional and the def2-TZVPD basis.

Geometry as XYZ:
```
70
Properties=species:S:1:pos:R:3:forces:R:3
Ir -0.7059 1.5672 -0.3239 -0.77 1.42 1.68
C 0.5752 2.6603 -3.2170 -0.05 -0.03 0.06
C -0.7320 2.0237 -2.8104 0.02 0.19 -0.47
C -1.7280 2.7867 -2.1468 -0.10 0.03 -0.49
C -3.0227 2.2799 -1.9786 0.02 -0.15 0.15
C -4.0840 3.1262 -1.3393 0.01 -0.02 0.03
C -3.3037 0.9865 -2.4347 -0.05 0.15 -0.06
C -2.3357 0.1980 -3.0292 0.05 -0.09 -0.11
C -2.6177 -1.2321 -3.3878 0.03 0.07 0.03
C -1.0595 0.7390 -3.2287 0.01 -0.10 0.13
H 1.1317 3.0344 -2.3587 0.04 0.03 -0.05
H 0.3834 3.5030 -3.8838 0.02 -0.02 -0.02
H 1.2080 1.9435 -3.7384 -0.01 -0.01 0.01
H -1.5370 3.8333 -1.9448 0.03 -0.01 0.12
H -3.7974 3.3893 -0.3189 -0.01 -0.01 -0.01
H -5.0277 2.5884 -1.2890 0.00 0.02 0.00
H -4.2267 4.0530 -1.8984 0.00 -0.01 0.00
H -4.2960 0.5801 -2.2837 0.02 0.02 0.02
H -2.3171 -1.8685 -2.5516 -0.01 0.00 -0.03
H -2.0598 -1.5411 -4.2731 -0.02 0.02 0.00
H -3.6822 -1.3960 -3.5482 0.03 0.00 -0.02
H -0.3028 0.1461 -3.7321 -0.01 -0.02 0.04
S 1.1506 4.9672 5.6878 0.03 0.05 0.07
C 0.6235 4.3136 4.2918 -0.02 -0.02 -0.09
S -0.6751 3.1680 4.1978 0.02 -0.04 -0.04
C -0.6215 2.9416 2.4631 -0.19 0.01 0.81
C 0.3041 3.6291 1.7947 0.52 0.45 -0.02
S 0.4493 3.5337 0.0911 -0.19 -0.64 -0.83
S 1.3312 4.6706 2.7399 0.08 0.01 0.05
S -1.7249 1.9239 1.6623 0.09 -0.77 -1.00
N 0.9160 0.6331 -0.2192 0.38 -0.39 0.39
P 1.2729 -0.7638 0.4927 -0.35 -0.06 -0.15
C 0.5775 -2.1875 -0.3818 0.06 -0.11 0.06
C -0.1335 -3.2273 0.2066 0.05 0.01 -0.04
C -0.5531 -4.3021 -0.5688 -0.02 0.00 0.03
C -0.2597 -4.3441 -1.9223 -0.02 0.06 -0.02
C 0.4411 -3.2998 -2.5174 -0.03 0.02 0.02
C 0.8547 -2.2232 -1.7519 -0.04 -0.05 0.07
C 0.8831 -0.8236 2.2433 0.00 0.07 0.06
C -0.4340 -1.0196 2.6526 0.08 -0.03 0.00
C -0.7600 -0.9566 3.9992 -0.01 -0.03 -0.02
C 0.2227 -0.6717 4.9358 0.02 -0.04 0.00
C 1.5360 -0.4636 4.5309 0.03 0.04 0.00
C 1.8722 -0.5395 3.1887 -0.08 -0.04 0.00
C 3.0512 -1.0159 0.3781 0.05 0.11 -0.12
C 3.6000 -2.2410 0.7593 -0.01 0.09 -0.06
C 4.9694 -2.4302 0.6865 -0.02 0.01 0.02
C 5.7888 -1.4004 0.2336 0.01 -0.02 0.02
C 5.2430 -0.1840 -0.1453 -0.04 0.01 0.00
C 3.8684 0.0140 -0.0726 0.03 -0.04 0.02
H -0.3634 -3.2054 1.2635 0.03 -0.04 -0.01
H -1.1088 -5.1096 -0.1094 0.00 0.03 0.00
H -0.5822 -5.1872 -2.5198 0.00 0.01 0.01
H 0.6634 -3.3290 -3.5769 0.00 0.00 0.02
H 1.4068 -1.4062 -2.2048 0.00 -0.02 -0.02
H -1.2075 -1.2161 1.9272 -0.10 0.02 0.00
H -1.7860 -1.1290 4.2988 0.02 0.05 0.02
H -0.0288 -0.6140 5.9874 -0.01 0.01 -0.02
H 2.3017 -0.2372 5.2623 -0.02 -0.01 -0.01
H 2.8984 -0.3863 2.8800 -0.01 0.03 0.00
H 2.9507 -3.0346 1.1121 0.04 -0.03 -0.02
H 5.4013 -3.3777 0.9821 -0.01 0.01 0.00
H 6.8602 -1.5494 0.1818 -0.02 -0.01 -0.01
H 5.8869 0.6128 -0.4953 -0.02 0.00 0.01
H 3.4151 0.9558 -0.3571 0.02 -0.01 0.00
F -2.0698 -0.2582 -0.1935 0.37 -0.22 -0.12
B -3.4530 -0.5952 0.3093 -0.20 0.05 -0.04
F -3.3089 -1.1443 1.5726 0.06 0.05 -0.17
F -4.1580 0.6033 0.3418 0.12 -0.17 0.02
F -3.9743 -1.4943 -0.6013 0.07 0.11 0.08
```
Forces are in eV/Å.

HOMO (alpha / beta) in Eh: -0.2719 / -0.2797
Charge: 0
2S+1: 2
E_LUMO (alpha / beta) in hartree: -0.056 / -0.064
Expectation value of S²: 0.773
E in eV: -110895.3198

Record 5
2 unconnected molecules or ions with the total composition CH8N5O, computed with the ωB97M-V functional and the def2-TZVPD basis.

Geometry as XYZ:
```
15
Properties=species:S:1:pos:R:3:forces:R:3
C -1.3089 -0.6178 -0.9148 -0.57 1.14 0.46
N -1.0056 -1.3961 -1.9230 -0.71 -0.53 -0.68
N 2.6009 0.4437 1.4713 0.81 0.20 1.40
N -0.4979 -0.2966 0.0429 2.32 -2.15 -0.55
N 0.1771 1.3805 1.3793 -2.84 -0.20 -0.68
N -0.6822 0.8516 0.6481 -0.43 1.39 0.41
O -2.5009 -0.0564 -0.9108 -1.37 0.02 -0.79
H -0.0732 -1.7766 -1.9792 -0.16 -0.16 -0.33
H -1.7507 -1.5203 -2.6318 1.41 -0.45 0.52
H 2.8004 1.3615 2.0105 0.25 -1.95 -1.84
H 3.0383 0.2969 0.5182 -0.29 0.60 2.04
H 2.8237 -0.3254 2.1543 0.00 0.95 -1.35
H 1.0462 0.7372 1.4650 0.04 0.07 -0.43
H -3.0404 -0.3418 -1.6786 0.11 0.50 0.64
H -1.6270 1.2595 0.3486 1.44 0.59 1.18
```
Forces are in eV/Å.

HOMO in Eh: -0.5085
Charge: +1
E_LUMO in hartree: -0.160
E in eV: -10655.9734